1.
Formula: C47H47HgNP2
Source: OMol25
Level of theory: wB97M-V/def2-TZVPD

Geometry (Å):
Hg (1.773, -0.860, 0.396)
C (-2.090, 0.210, 4.864)
C (-2.128, -0.016, 3.548)
C (-2.747, 0.947, 2.548)
C (-1.777, 1.929, 1.855)
C (-0.851, 2.696, 2.735)
C (-1.106, 3.082, 3.990)
C (-2.370, 2.863, 4.741)
C (-2.437, 1.516, 5.543)
C (1.960, -0.334, 2.511)
H (-1.859, -0.600, 5.574)
H (-1.757, -0.977, 3.173)
H (-3.574, 1.505, 3.025)
H (-3.211, 0.323, 1.766)
H (-1.192, 1.415, 1.096)
H (-2.424, 2.585, 1.258)
H (0.089, 2.950, 2.271)
H (-0.306, 3.603, 4.527)
H (-3.276, 3.003, 4.128)
H (-2.413, 3.646, 5.510)
H (-1.764, 1.618, 6.421)
H (-3.465, 1.435, 5.962)
H (1.589, -1.162, 3.107)
H (1.421, 0.621, 2.616)
H (3.002, -0.181, 2.802)
P (0.002, -2.084, -5.059)
P (1.920, 0.520, -5.363)
C (-0.644, -0.486, -5.643)
C (0.178, 0.568, -5.832)
C (-0.834, -3.263, -6.215)
C (-2.001, -2.945, -6.932)
C (-2.613, -3.914, -7.734)
C (-2.029, -5.180, -7.854)
C (-0.832, -5.488, -7.193)
C (-0.228, -4.525, -6.385)
C (-0.998, -2.223, -3.525)
C (-0.671, -1.346, -2.472)
C (-1.414, -1.359, -1.293)
C (-2.483, -2.245, -1.126)
C (-2.806, -3.111, -2.172)
C (-2.065, -3.115, -3.360)
C (2.595, 1.289, -6.925)
C (2.524, 0.501, -8.094)
C (2.905, 1.039, -9.326)
C (3.360, 2.364, -9.392)
C (3.452, 3.146, -8.234)
C (3.086, 2.602, -6.998)
C (1.983, 1.938, -4.204)
C (3.124, 2.031, -3.381)
C (3.295, 3.142, -2.554)
C (2.326, 4.150, -2.515)
C (1.173, 4.031, -3.297)
C (0.985, 2.916, -4.119)
H (-1.725, -0.446, -5.833)
H (-0.156, 1.475, -6.343)
H (-2.440, -1.950, -6.880)
H (-3.539, -3.668, -8.259)
H (-2.516, -5.939, -8.468)
H (-0.371, -6.473, -7.302)
H (0.713, -4.744, -5.879)
H (0.178, -0.661, -2.581)
H (-1.141, -0.681, -0.484)
H (-3.047, -2.247, -0.193)
H (-3.644, -3.794, -2.064)
H (-2.323, -3.805, -4.165)
H (2.141, -0.522, -8.044)
H (2.841, 0.430, -10.233)
H (3.651, 2.788, -10.350)
H (3.805, 4.178, -8.282)
H (3.159, 3.218, -6.098)
H (3.880, 1.239, -3.422)
H (4.191, 3.214, -1.937)
H (2.459, 5.009, -1.859)
H (0.408, 4.803, -3.263)
H (0.071, 2.824, -4.706)
C (1.076, 2.916, 9.156)
C (1.337, 3.010, 7.773)
C (1.216, 1.887, 6.977)
C (0.849, 0.611, 7.525)
C (0.613, 0.544, 8.928)
C (0.711, 1.688, 9.718)
N (0.785, -0.425, 6.662)
C (0.406, -1.707, 6.906)
C (1.028, -2.750, 6.161)
C (0.656, -4.076, 6.331)
C (-0.363, -4.418, 7.236)
C (-1.032, -3.406, 7.946)
C (-0.665, -2.075, 7.780)
H (1.181, 3.805, 9.789)
H (1.628, 3.966, 7.335)
H (1.413, 1.915, 5.898)
H (0.363, -0.407, 9.372)
H (0.503, 1.622, 10.790)
H (1.818, -2.454, 5.471)
H (1.158, -4.857, 5.758)
H (-0.626, -5.464, 7.395)
H (-1.833, -3.660, 8.640)
H (-1.190, -1.285, 8.330)

- HOMO energy (spin up / spin down): -7.67 / -6.76 eV
- Energy relative to the best compared isomer or geometry (same formula, charge and spin): 0.0 kcal/mol
- Max |F|: 1.4 eV Å⁻¹
- Frontier orbital gap (spin up / spin down): 7.207 / 5.225 eV

2.
Formula: C47H48BrCdIN2P
Source: OMol25
Level of theory: wB97M-V/def2-TZVPD

Geometry (Å):
Cd (0.094, 0.109, 0.727)
C (-2.304, 3.968, 0.862)
C (-1.088, 4.061, -0.009)
C (-0.366, 5.239, -0.111)
C (0.733, 5.323, -0.947)
C (1.118, 4.225, -1.695)
C (0.419, 3.028, -1.626)
C (0.771, 1.873, -2.520)
C (-0.674, 2.952, -0.757)
N (-1.352, 1.732, -0.590)
C (-2.420, 1.439, -1.209)
C (-3.065, 2.301, -2.249)
C (-3.059, 0.127, -0.929)
C (-4.557, 0.057, -1.011)
N (-2.281, -0.832, -0.618)
C (-2.677, -2.174, -0.604)
C (-3.133, -2.770, -1.794)
C (-3.289, -2.011, -3.081)
C (-3.428, -4.125, -1.787)
C (-3.295, -4.891, -0.645)
C (-2.822, -4.308, 0.515)
C (-2.499, -2.959, 0.546)
C (-1.995, -2.377, 1.834)
H (-2.452, 4.893, 1.410)
H (-2.200, 3.150, 1.576)
H (-3.193, 3.777, 0.261)
H (-0.673, 6.097, 0.467)
H (1.283, 6.248, -1.025)
H (1.969, 4.297, -2.354)
H (1.736, 2.037, -2.994)
H (0.023, 1.777, -3.308)
H (0.803, 0.922, -1.977)
H (-2.427, 3.149, -2.491)
H (-4.025, 2.674, -1.897)
H (-3.246, 1.717, -3.149)
H (-4.986, 0.826, -0.366)
H (-4.914, -0.921, -0.686)
H (-4.923, 0.250, -2.019)
H (-2.617, -1.155, -3.137)
H (-4.313, -1.652, -3.193)
H (-3.081, -2.670, -3.922)
H (-3.791, -4.567, -2.702)
H (-3.563, -5.934, -0.660)
H (-2.712, -4.887, 1.420)
H (-2.610, -2.714, 2.668)
H (-1.994, -1.287, 1.806)
H (-0.977, -2.732, 2.007)
C (1.467, -3.279, 3.307)
C (1.443, -4.280, 2.192)
C (1.304, -5.627, 2.507)
C (1.252, -6.597, 1.522)
C (1.348, -6.231, 0.190)
C (1.506, -4.901, -0.145)
C (1.574, -3.919, 0.842)
P (1.583, -2.161, 0.360)
C (1.815, -2.157, -1.465)
C (0.592, -2.154, -2.140)
C (0.529, -2.126, -3.519)
C (1.704, -2.095, -4.251)
C (2.918, -2.094, -3.590)
C (3.007, -2.126, -2.201)
C (4.366, -2.155, -1.578)
C (3.071, -1.457, 1.133)
C (4.088, -2.302, 1.584)
C (5.172, -1.807, 2.275)
C (5.216, -0.454, 2.586)
C (4.197, 0.384, 2.183)
C (3.119, -0.078, 1.418)
C (2.134, 0.904, 0.906)
H (0.742, -3.540, 4.078)
H (1.255, -2.266, 2.956)
H (2.452, -3.270, 3.776)
H (1.237, -5.923, 3.544)
H (1.122, -7.636, 1.788)
H (1.302, -6.979, -0.589)
H (1.585, -4.614, -1.183)
H (-0.322, -2.218, -1.564)
H (-0.429, -2.131, -4.012)
H (1.672, -2.092, -5.331)
H (3.836, -2.074, -4.160)
H (5.138, -2.193, -2.344)
H (4.466, -3.033, -0.944)
H (4.539, -1.272, -0.965)
H (4.035, -3.360, 1.364)
H (5.975, -2.464, 2.576)
H (6.050, -0.056, 3.143)
H (4.248, 1.435, 2.429)
H (2.349, 1.137, -0.140)
H (2.181, 1.833, 1.478)
Br (-1.910, 0.125, 7.105)
C (-3.213, -0.507, 5.881)
C (-4.246, -1.303, 6.356)
C (-5.211, -1.786, 5.492)
C (-5.149, -1.469, 4.146)
C (-4.132, -0.659, 3.669)
C (-3.156, -0.186, 4.531)
I (-1.588, 1.049, 3.783)
H (-4.284, -1.537, 7.408)
H (-6.005, -2.410, 5.871)
H (-5.902, -1.836, 3.467)
H (-4.106, -0.394, 2.623)

- HOMO energy: -10.26 eV
- Net charge: +1
- Max |F|: 1.1 eV Å⁻¹
- Frontier orbital gap: 7.389 eV

3.
Formula: C47H48N9O4STc
Source: OMol25
Level of theory: wB97M-V/def2-TZVPD

Geometry (Å):
Tc (0.030, -0.879, -0.241)
C (-6.501, -1.415, 2.782)
C (-5.088, -1.079, 2.382)
C (-4.349, -0.109, 3.025)
C (-3.032, 0.257, 2.657)
C (-2.507, 1.289, 3.511)
N (-1.548, 2.160, 3.438)
C (-0.671, 2.578, 2.334)
C (-1.255, 3.772, 1.578)
C (-2.514, 3.446, 0.784)
N (-2.232, 2.551, -0.338)
C (-2.579, 2.782, -1.567)
C (-2.347, 1.934, -2.679)
C (-2.843, 2.381, -3.924)
C (-2.695, 1.650, -5.075)
C (-3.222, 2.110, -6.409)
C (-2.035, 0.424, -4.942)
C (-1.529, -0.066, -3.744)
C (-0.976, -1.421, -3.759)
N (-0.497, -2.032, -2.758)
C (-0.176, -3.446, -2.954)
C (-1.003, -4.275, -1.985)
C (-0.692, -3.933, -0.534)
N (-1.195, -2.590, -0.111)
C (-2.415, -2.562, 0.278)
C (-3.094, -1.532, 1.034)
C (-4.414, -1.799, 1.405)
C (-2.390, -0.450, 1.600)
O (-1.173, -0.149, 1.219)
C (-1.668, 0.692, -2.565)
O (-1.192, 0.333, -1.390)
H (-6.984, -0.575, 3.278)
H (-6.516, -2.261, 3.471)
H (-7.100, -1.689, 1.914)
H (-4.808, 0.416, 3.858)
H (-3.055, 1.381, 4.444)
H (-1.462, 2.740, 4.265)
H (-0.507, 1.726, 1.687)
H (0.284, 2.856, 2.775)
H (-0.481, 4.146, 0.904)
H (-1.491, 4.581, 2.273)
H (-2.955, 4.361, 0.393)
H (-3.266, 2.972, 1.419)
H (-1.754, 1.662, -0.178)
H (-3.102, 3.719, -1.745)
H (-3.363, 3.334, -3.959)
H (-3.869, 2.979, -6.304)
H (-3.791, 1.319, -6.896)
H (-2.403, 2.381, -7.078)
H (-1.913, -0.191, -5.830)
H (-1.045, -1.929, -4.728)
H (0.882, -3.610, -2.740)
H (-0.358, -3.764, -3.984)
H (-0.779, -5.332, -2.138)
H (-2.069, -4.131, -2.184)
H (0.385, -3.959, -0.379)
H (-1.125, -4.675, 0.135)
H (-2.996, -3.476, 0.142)
H (-4.921, -2.638, 0.936)
C (4.235, -2.326, 8.362)
C (3.608, -2.094, 7.011)
C (2.451, -1.336, 6.869)
C (1.875, -1.131, 5.623)
C (2.469, -1.678, 4.505)
C (3.625, -2.429, 4.609)
C (4.181, -2.633, 5.862)
S (1.076, -2.607, 2.460)
O (1.871, -3.814, 2.483)
O (1.886, -1.396, 3.239)
N (1.291, -1.886, 0.945)
C (2.246, -2.208, -0.015)
C (3.436, -2.919, 0.031)
C (4.164, -2.979, -1.146)
C (3.720, -2.340, -2.308)
C (2.522, -1.670, -2.277)
N (1.799, -1.637, -1.151)
H (3.656, -1.865, 9.159)
H (5.246, -1.916, 8.394)
H (4.318, -3.392, 8.573)
H (1.988, -0.904, 7.748)
H (0.968, -0.546, 5.514)
H (4.087, -2.847, 3.725)
H (5.085, -3.224, 5.947)
H (3.763, -3.402, 0.938)
H (5.097, -3.529, -1.161)
H (4.294, -2.382, -3.223)
H (2.103, -1.177, -3.144)
C (2.820, 2.173, 1.175)
C (2.035, 1.052, 1.010)
N (1.252, 0.898, -0.080)
C (1.247, 1.857, -1.024)
C (1.958, 3.038, -0.900)
C (2.763, 3.184, 0.229)
C (1.756, 4.179, -1.824)
C (1.774, 4.211, -3.153)
C (2.190, 3.145, -4.090)
C (1.750, 3.162, -5.406)
C (2.244, 2.184, -6.254)
N (3.140, 1.287, -5.849)
C (3.519, 1.381, -4.579)
N (3.070, 2.233, -3.662)
H (3.450, 2.256, 2.051)
H (2.016, 0.265, 1.752)
H (0.606, 1.697, -1.880)
H (3.342, 4.091, 0.360)
H (1.556, 5.117, -1.314)
H (1.529, 5.155, -3.628)
H (1.060, 3.918, -5.759)
H (1.935, 2.129, -7.292)
H (4.292, 0.693, -4.254)

- HOMO energy (spin up / spin down): -14.45 / -14.46 eV
- Energy relative to the best compared isomer or geometry (same formula, charge and spin): 0.0 kcal/mol
- Net charge: +3
- Max |F|: 0.4 eV Å⁻¹
- ⟨S²⟩: 3.77
- 2S+1: 4
- Frontier orbital gap (spin up / spin down): 6.048 / 5.343 eV

4.
Formula: C47H49Cl2N9
Source: OMol25
Level of theory: wB97M-V/def2-TZVPD

Geometry (Å):
C (8.302, 2.027, 0.977)
C (8.302, 2.975, 1.974)
C (8.456, 2.575, 3.314)
N (8.601, 1.215, 3.625)
C (8.505, 0.328, 2.625)
C (8.431, 0.689, 1.260)
H (8.296, 2.284, -0.072)
H (8.150, 4.034, 1.828)
H (8.390, 3.242, 4.160)
H (8.634, -0.717, 2.866)
H (8.456, -0.036, 0.460)
C (3.897, -5.633, 6.007)
C (2.860, -6.412, 5.441)
C (3.077, -6.942, 4.154)
N (4.166, -6.658, 3.419)
C (5.153, -5.873, 3.965)
C (4.999, -5.401, 5.193)
H (3.812, -5.331, 7.041)
H (2.006, -6.701, 6.035)
H (2.360, -7.625, 3.723)
H (5.986, -5.520, 3.375)
H (5.772, -4.735, 5.548)
C (-2.141, -0.233, 4.764)
C (-3.301, -0.070, 3.960)
C (-4.379, 0.655, 4.467)
N (-4.444, 1.131, 5.753)
C (-3.352, 0.986, 6.543)
C (-2.209, 0.281, 6.101)
H (-1.305, -0.809, 4.395)
H (-3.262, -0.528, 2.983)
H (-5.226, 0.737, 3.803)
H (-3.501, 1.432, 7.515)
H (-1.391, 0.103, 6.784)
C (-3.649, 2.617, -6.314)
C (-2.544, 2.019, -5.734)
C (-1.277, 2.629, -5.898)
N (-1.161, 3.934, -6.353)
C (-2.295, 4.566, -6.705)
C (-3.526, 3.954, -6.786)
H (-4.573, 2.060, -6.354)
H (-2.608, 1.056, -5.248)
H (-0.347, 2.233, -5.517)
H (-2.192, 5.564, -7.103)
H (-4.357, 4.438, -7.278)
C (-8.656, -1.179, -2.524)
C (-7.665, -2.078, -2.097)
C (-6.431, -1.624, -1.799)
N (-6.014, -0.347, -1.963)
C (-6.985, 0.533, -2.380)
C (-8.283, 0.195, -2.609)
H (-9.667, -1.469, -2.772)
H (-7.871, -3.114, -1.872)
H (-5.669, -2.289, -1.421)
H (-6.587, 1.506, -2.628)
H (-8.941, 0.986, -2.937)
C (-2.513, 5.245, -0.618)
C (-1.885, 6.455, -0.866)
C (-1.703, 7.349, 0.209)
N (-2.103, 7.070, 1.450)
C (-2.752, 5.927, 1.654)
C (-3.010, 5.020, 0.663)
H (-2.785, 4.530, -1.380)
H (-1.585, 6.767, -1.855)
H (-1.117, 8.237, 0.023)
H (-3.113, 5.586, 2.613)
H (-3.515, 4.114, 0.966)
C (1.282, 0.433, 0.488)
C (2.570, 0.153, 0.743)
C (3.103, -1.072, 0.277)
N (2.399, -2.022, -0.415)
C (1.205, -1.541, -0.851)
C (0.522, -0.360, -0.449)
H (0.789, 1.332, 0.827)
H (3.130, 0.796, 1.407)
H (4.082, -1.329, 0.656)
H (0.679, -2.193, -1.531)
H (-0.500, -0.143, -0.724)
C (2.086, -1.609, -8.207)
C (3.405, -1.687, -7.689)
C (3.613, -2.593, -6.630)
N (2.681, -3.471, -6.161)
C (1.415, -3.351, -6.749)
C (1.086, -2.435, -7.728)
H (1.951, -0.848, -8.961)
H (4.174, -0.958, -7.897)
H (4.514, -2.592, -6.035)
H (0.757, -4.134, -6.403)
H (0.032, -2.416, -7.965)
C (-4.365, -6.957, 0.008)
C (-3.957, -7.200, -1.318)
C (-2.600, -6.961, -1.666)
N (-1.599, -6.565, -0.743)
C (-2.089, -6.320, 0.498)
C (-3.440, -6.461, 0.898)
H (-5.382, -7.096, 0.345)
H (-4.627, -7.510, -2.106)
H (-2.366, -7.078, -2.714)
H (-1.353, -5.979, 1.210)
H (-3.777, -6.178, 1.884)
Cl (5.241, 7.355, 5.929)
C (3.509, 7.653, 5.774)
C (2.809, 7.154, 4.500)
Cl (2.639, 5.426, 4.481)
H (3.364, 8.729, 5.875)
H (3.013, 7.178, 6.621)
H (3.484, 7.372, 3.672)
H (1.803, 7.521, 4.298)

- HOMO energy: -9.39 eV
- SMILES: c1ccncc1.c1ccncc1.c1ccncc1.c1ccncc1.c1ccncc1.c1ccncc1.c1ccncc1.c1ccncc1.c1ccncc1.ClCCCl
- Max |F|: 4.0 eV Å⁻¹
- Frontier orbital gap: 9.534 eV